(1)
This record from the OMol25 dataset describes C22H24BF2N3O2P2Ti as an isolated structure. The level of theory is ωB97M-V/def2-TZVPD.

Geometry as ORCA input:
```
! RIJCOSX wB97M-V def2-TZVPD def2/J DEFGRID3
* xyz 2 1
Ti -0.162 -0.050 0.105
O 1.016 -3.810 0.573
C 0.294 -2.869 0.443
N 0.388 -1.615 1.085
C 1.170 -1.396 2.238
O 2.042 -2.081 2.676
C 0.721 -0.112 2.897
C 1.050 0.192 4.194
C 0.545 1.366 4.745
C -0.252 2.189 3.967
C -0.511 1.831 2.656
N -0.041 0.695 2.123
C -0.911 -2.861 -0.463
C -1.453 -4.019 -0.964
C -2.621 -3.925 -1.716
C -3.182 -2.679 -1.934
C -2.555 -1.556 -1.422
N -1.432 -1.638 -0.696
H 1.672 -0.495 4.753
H 0.764 1.628 5.772
H -0.674 3.103 4.361
H -1.115 2.468 2.024
H -0.975 -4.963 -0.742
H -3.092 -4.816 -2.109
H -4.100 -2.564 -2.492
H -2.969 -0.571 -1.587
C -0.104 -0.883 -3.594
P 0.971 -0.547 -2.178
C 2.062 -2.004 -2.137
C 2.004 0.863 -2.634
C 2.251 1.229 -3.953
C 3.099 2.293 -4.229
C 3.710 2.985 -3.192
C 3.468 2.622 -1.875
C 2.609 1.566 -1.589
P 2.244 1.038 0.105
C 2.325 2.545 1.108
C 3.673 0.078 0.689
H 0.513 -1.089 -4.469
H -0.762 -0.042 -3.809
H -0.703 -1.770 -3.390
H 2.770 -1.927 -2.963
H 1.471 -2.913 -2.258
H 2.607 -2.083 -1.200
H 1.790 0.699 -4.776
H 3.282 2.581 -5.255
H 4.373 3.812 -3.408
H 3.954 3.176 -1.082
H 3.317 2.987 1.021
H 2.162 2.296 2.156
H 1.581 3.271 0.782
H 4.579 0.573 0.340
H 3.659 -0.947 0.327
H 3.676 0.048 1.779
F -0.513 1.996 -0.746
B -1.697 1.381 -0.353
F -2.815 2.006 -0.496
*
```

Computed properties:
Orbital gap   7.998 eV
DFT total energy   -2923.9220 Eh
Highest occupied orbital energy   -15.383 eV
ΔE to the lowest compared entry with this formula, charge and spin   0.0 kcal per mole

=====

(2)
This record from the OMol25 dataset describes one molecule with the formula C22H24F3N3O3S. The level of theory is ωB97M-V/def2-TZVPD.

Geometry as ORCA input:
```
! RIJCOSX wB97M-V def2-TZVPD def2/J DEFGRID3
* xyz 0 1
H -2.047 3.436 -0.637
N -1.048 3.292 -0.564
C -0.652 2.283 0.088
C 0.771 2.014 0.209
C 1.706 2.897 -0.341
C 3.055 2.650 -0.226
O 4.041 3.446 -0.715
C 3.665 4.612 -1.406
C 3.501 1.482 0.454
O 4.845 1.334 0.519
C 5.366 0.198 1.167
C 2.578 0.608 0.988
C 1.209 0.865 0.871
N 0.312 -0.028 1.408
C -0.936 0.241 1.319
S -2.055 -0.944 2.008
C -0.893 -2.301 2.390
C -0.376 -2.906 1.127
C -1.245 -3.513 0.228
C -0.777 -4.030 -0.966
C 0.567 -3.939 -1.285
C 1.435 -3.334 -0.386
C 2.885 -3.215 -0.754
F 3.092 -2.299 -1.719
F 3.393 -4.368 -1.224
F 3.668 -2.853 0.275
C 0.974 -2.820 0.816
N -1.485 1.347 0.748
C -2.921 1.538 0.746
C -3.577 0.913 -0.486
C -5.102 1.054 -0.422
O -5.763 0.621 -1.584
C -5.777 -0.774 -1.768
H 1.316 3.764 -0.845
H 4.598 5.087 -1.708
H 3.071 4.378 -2.295
H 3.099 5.295 -0.764
H 5.081 0.173 2.224
H 6.448 0.288 1.088
H 5.043 -0.727 0.683
H 2.887 -0.283 1.508
H -1.488 -3.008 2.968
H -0.094 -1.881 2.997
H -2.297 -3.569 0.468
H -1.460 -4.500 -1.656
H 0.943 -4.331 -2.218
H 1.654 -2.347 1.504
H -3.330 1.085 1.654
H -3.130 2.612 0.791
H -3.303 -0.143 -0.528
H -3.211 1.397 -1.394
H -5.480 0.511 0.458
H -5.370 2.110 -0.324
H -6.150 -1.286 -0.873
H -4.785 -1.167 -2.016
H -6.452 -0.963 -2.601
*
```

Computed properties:
Orbital gap   7.940 eV
DFT total energy   -1940.5136 Eh
SMILES string   [H]/N=c1/c2cc(OC)c(OC)cc2nc(SCc2cccc(C(F)(F)F)c2)n1CCCOC
Highest occupied orbital energy   -7.546 eV
ΔE to the lowest compared entry with this formula, charge and spin   0.0 kcal per mole

=====

(3)
This record from the OMol25 dataset describes C22H24F3NNdO3P2 as an isolated structure in a non-equilibrium geometry. The level of theory is ωB97M-V/def2-TZVPD.

Geometry as ORCA input:
```
! RIJCOSX wB97M-V def2-TZVPD def2/J DEFGRID3
* xyz 1 4
C -1.144 3.535 -1.932
C -1.021 2.199 -1.550
C 0.289 1.723 -1.256
C 1.410 2.481 -1.566
C 1.265 3.808 -1.957
C -0.016 4.339 -2.115
C 2.793 1.880 -1.247
C 2.763 0.350 -1.308
C 1.559 -0.282 -1.043
C 1.401 -1.674 -1.213
C 2.557 -2.426 -1.419
C 3.808 -1.808 -1.512
C 3.916 -0.415 -1.471
H -2.141 3.947 -2.101
H 2.162 4.408 -2.129
H -0.137 5.383 -2.400
H 3.467 2.230 -2.042
H 2.466 -3.512 -1.504
H 4.702 -2.418 -1.641
H 4.879 0.090 -1.565
N 0.493 0.507 -0.529
Nd -0.226 0.592 1.376
C -2.236 1.291 -1.443
H -2.018 0.291 -1.854
H -3.089 1.724 -1.983
C 0.023 -2.297 -1.154
H -0.669 -1.789 -1.844
H 0.067 -3.366 -1.402
P -2.855 1.022 0.306
P -0.741 -2.174 0.530
C 0.358 -3.350 1.399
H -0.091 -3.604 2.368
H 0.478 -4.261 0.796
H 1.341 -2.897 1.581
C -2.220 -3.217 0.352
H -2.029 -4.033 -0.359
H -2.460 -3.639 1.337
H -3.070 -2.615 0.007
C -3.670 2.619 0.639
H -4.699 2.597 0.259
H -3.692 2.759 1.728
H -3.121 3.455 0.190
C -4.282 -0.076 0.030
H -4.325 -0.789 0.864
H -5.206 0.517 0.017
H -4.184 -0.634 -0.910
C 3.109 2.219 0.101
O 2.474 2.171 1.124
H 4.061 2.494 -0.357
F 2.618 -1.952 4.620
C 1.302 -1.678 4.745
F 0.623 -2.862 4.769
F 1.096 -1.050 5.924
C 0.766 -0.809 3.554
O 1.510 -0.631 2.532
O -0.413 -0.369 3.658
*
```

Computed properties:
Orbital gap (alpha / beta)   7.823 / 7.927 eV
DFT total energy   -2676.7742 Eh
Highest occupied orbital energy (alpha / beta)   -11.062 / -11.061 eV
⟨S²⟩   3.75

=====

(4)
This record from the OMol25 dataset describes one molecule with the formula C22H24F3NO3. The level of theory is ωB97M-V/def2-TZVPD.

Geometry as ORCA input:
```
! RIJCOSX wB97M-V def2-TZVPD def2/J DEFGRID3
* xyz 0 1
C 5.484 3.204 -1.385
C 4.468 2.168 -1.063
C 3.371 1.730 -1.744
C 2.785 0.713 -0.950
C 3.568 0.601 0.160
C 3.426 -0.258 1.375
N 2.159 0.000 2.030
C 1.100 -0.796 1.851
O 1.123 -1.885 1.326
C -0.229 -0.201 2.404
C -0.541 -0.964 3.708
F -0.640 -2.283 3.537
F -1.704 -0.576 4.266
F 0.404 -0.756 4.636
C -1.325 -0.486 1.369
C -1.030 0.238 0.083
C -0.857 -0.362 -1.090
C -0.907 -1.828 -1.401
C -2.218 -2.161 -2.068
C -3.399 -2.146 -1.336
C -4.609 -2.427 -1.944
C -4.655 -2.725 -3.296
C -3.485 -2.739 -4.034
C -2.275 -2.456 -3.423
C -0.880 1.736 0.200
C -1.712 2.349 1.327
C -1.145 2.025 2.727
O -0.018 1.158 2.713
O 4.587 1.489 0.100
H 5.244 3.669 -2.337
H 5.509 3.968 -0.609
H 6.475 2.757 -1.446
H 3.024 2.083 -2.693
H 1.906 0.140 -1.166
H 3.423 -1.317 1.103
H 4.248 -0.054 2.065
H 1.997 0.915 2.427
H -2.295 -0.179 1.767
H -1.344 -1.564 1.213
H -0.679 0.266 -1.955
H -0.086 -2.066 -2.080
H -0.777 -2.426 -0.500
H -3.367 -1.915 -0.282
H -5.519 -2.416 -1.361
H -5.600 -2.947 -3.770
H -3.513 -2.972 -5.088
H -1.365 -2.471 -4.006
H -1.166 2.200 -0.746
H 0.175 1.975 0.372
H -2.743 1.999 1.244
H -1.726 3.432 1.199
H -0.742 2.928 3.189
H -1.927 1.632 3.384
*
```

Computed properties:
Orbital gap   9.018 eV
DFT total energy   -1432.8140 Eh
SMILES string   Cc1ccc(CNC(=O)[C@]2(C(F)(F)F)C/C(=C\Cc3ccccc3)CCCO2)o1
Highest occupied orbital energy   -8.346 eV
ΔE to the lowest compared entry with this formula, charge and spin   12.2 kcal per mole

=====

(5)
This record from the OMol25 dataset describes C22H24F9IN2NbO3Sr as an isolated structure in a non-equilibrium geometry. The level of theory is ωB97M-V/def2-TZVPD.

Geometry as ORCA input:
```
! RIJCOSX wB97M-V def2-TZVPD def2/J DEFGRID3
* xyz 1 1
C 3.816 3.442 3.667
C 3.353 2.654 2.891
C 2.722 1.750 1.902
C 1.700 0.859 2.634
C 0.581 0.147 1.797
Nb 0.977 -0.730 -0.247
C -1.143 -0.436 -1.033
C -2.151 -0.021 0.039
C -3.601 -0.505 -0.196
F -3.731 -1.690 0.435
F -3.896 -0.673 -1.479
C -4.596 0.466 0.503
F -4.053 0.948 1.636
F -5.684 -0.226 0.871
C -5.126 1.647 -0.353
F -5.920 1.186 -1.305
F -5.859 2.426 0.458
C -4.052 2.581 -0.964
F -3.238 1.974 -1.804
F -3.331 3.152 0.018
F -4.665 3.557 -1.620
C 3.122 -1.372 0.175
C 3.493 -1.788 1.572
O 4.273 -1.128 2.196
I 2.739 -3.504 2.623
C 0.291 -2.785 0.272
C 0.853 -3.858 -0.466
C 0.377 -5.129 -0.157
C -0.588 -5.275 0.829
N -1.137 -4.305 1.568
C -0.668 -3.099 1.237
N 1.606 1.216 -1.078
C 0.662 2.100 -1.326
C 0.291 2.436 -2.754
O -0.008 2.701 -0.400
C 2.700 1.168 -2.047
C 2.676 0.410 -3.359
O 3.673 1.797 -1.748
H 4.217 4.148 4.354
H 2.205 2.433 1.211
H 3.502 1.206 1.376
H 2.162 0.115 3.279
H 1.189 1.526 3.353
H 0.198 -0.668 2.421
H -0.272 0.855 1.764
H 1.314 -1.376 -1.931
H -1.190 0.193 -1.927
H -1.455 -1.414 -1.411
H -1.921 -0.351 1.050
H -2.184 1.078 0.067
H 3.798 -0.557 -0.106
H 3.370 -2.194 -0.508
H 1.586 -3.684 -1.238
H 0.734 -6.000 -0.689
H -0.948 -6.280 1.032
H -1.105 -2.275 1.798
H -0.616 3.033 -2.767
H 0.081 1.501 -3.274
H 1.114 2.911 -3.287
H 3.242 0.982 -4.088
H 1.690 0.111 -3.698
H 3.233 -0.515 -3.187
Sr -0.406 3.131 1.417
*
```

Computed properties:
Orbital gap   6.423 eV
DFT total energy   -2471.6493 Eh
Highest occupied orbital energy   -11.146 eV
ΔE to the lowest compared entry with this formula, charge and spin   0.0 kcal per mole